Computed, not measured: a 12-piece molecular cluster, C49H70F8O23 overall at a distorted geometry, with ωB97M-V/def2-TZVPD.

XYZ file:
```
150
Properties=species:S:1:pos:R:3:forces:R:3
O 11.2459 2.5792 9.0684 2.469 -0.182 2.679
C 12.0774 2.6228 9.9910 -2.857 0.983 -1.946
O 12.4254 3.8365 10.5435 1.300 -0.664 -0.342
C 13.5842 3.6237 11.4700 -2.895 1.154 0.129
C 13.3000 2.2378 11.9429 2.246 -1.209 0.051
C 12.8511 1.5090 10.6837 -0.619 0.918 -0.622
H 13.4249 4.3480 12.2688 0.123 0.092 -0.085
H 14.5592 3.8300 11.0286 -0.233 -0.378 -0.496
H 12.5934 2.1308 12.7659 -0.053 0.346 -0.207
H 14.2926 1.9378 12.2787 -0.154 -0.875 0.408
H 12.2953 0.5780 10.7952 -0.037 0.278 -0.001
H 13.6068 1.3793 9.9090 0.707 -0.461 0.423
O 5.4806 -6.7481 15.6419 1.738 -1.185 0.695
C 6.3689 -7.5576 15.8424 -0.822 1.165 -0.934
O 6.2752 -8.8026 15.3035 -1.148 0.113 -0.470
C 7.2242 -9.7283 15.7341 2.272 0.991 1.346
C 8.3033 -8.8406 16.4664 0.823 -0.016 0.445
C 7.7276 -7.4205 16.5448 -0.592 -0.283 0.405
H 7.7366 -10.2410 14.9200 -0.643 -0.060 -0.205
H 6.8130 -10.4234 16.4661 -0.283 -0.109 -0.341
H 9.2924 -8.8194 16.0090 -0.261 -0.089 -0.737
H 8.5867 -9.2400 17.4402 -0.587 -0.010 0.245
H 8.3513 -6.6333 16.1213 -0.178 -0.223 -0.582
H 7.5894 -7.0513 17.5610 -0.323 -0.287 0.123
O 18.8320 -12.0389 3.9374 2.018 2.927 -1.440
C 19.5433 -11.1263 3.4621 -1.536 -3.914 1.481
O 19.5158 -9.8876 3.9314 0.086 1.636 0.657
C 20.4737 -9.0205 3.2426 -0.446 -0.152 0.071
C 20.6746 -9.7682 1.9737 1.672 -0.037 -1.582
C 20.5611 -11.2611 2.3495 -0.546 1.361 -0.690
H 21.3791 -8.8386 3.8216 0.016 -0.724 0.338
H 20.1220 -8.0080 3.0442 -0.852 -0.236 0.317
H 21.6365 -9.4941 1.5405 0.294 -0.249 0.059
H 19.9979 -9.4296 1.1892 -0.561 -0.372 0.267
H 21.5264 -11.6524 2.6708 -0.212 -0.117 0.268
H 20.1692 -11.8586 1.5264 0.070 -0.122 0.256
O 24.4425 -6.2482 20.3314 0.213 0.177 0.019
C 24.8140 -5.2032 19.8855 0.066 -0.097 0.225
O 24.5893 -4.8510 18.6117 -0.395 -0.001 -1.742
C 25.0740 -3.5481 18.2755 0.093 0.717 0.181
C 25.3192 -2.8797 19.6178 0.352 0.448 -0.726
C 25.5167 -4.0601 20.5460 0.270 1.362 1.403
H 24.3787 -2.9254 17.7126 -0.627 -0.721 -0.056
H 25.9616 -3.5375 17.6428 0.240 -0.824 0.152
H 24.4553 -2.2461 19.8186 0.064 -0.157 0.514
H 26.1976 -2.2425 19.5149 -0.059 0.092 0.358
H 25.1127 -3.8370 21.5335 -0.238 -0.361 -0.001
H 26.5808 -4.1877 20.7447 0.014 -0.635 -0.320
O 5.0732 -5.1399 4.4303 -1.242 4.379 0.875
C 4.6738 -3.9579 4.6033 0.847 -3.232 -0.678
O 4.7787 -3.2768 5.7637 0.192 -0.117 0.550
C 4.0047 -2.0346 5.7592 -0.763 -1.437 0.790
C 3.1344 -2.1586 4.5368 0.697 0.942 -1.720
C 3.9902 -3.0396 3.6095 -0.117 -0.594 -0.160
H 4.6486 -1.1679 5.9086 0.136 -0.170 -0.597
H 3.2987 -2.0633 6.5891 0.529 -0.110 0.526
H 2.9692 -1.1539 4.1478 -0.215 -0.102 -0.292
H 2.1616 -2.6175 4.7131 0.190 -0.061 0.268
H 4.8007 -2.5372 3.0816 0.002 0.479 0.156
H 3.4851 -3.6118 2.8313 -0.256 0.021 0.289
O 11.8759 -3.7060 2.2664 1.548 -2.686 -2.616
C 12.3887 -4.4405 1.3971 -1.024 2.079 2.264
O 13.1977 -5.4952 1.6799 -0.078 0.022 0.320
C 13.7438 -6.0485 0.4628 0.950 -0.957 1.198
C 13.6298 -5.0189 -0.5495 -1.622 1.464 -1.885
C 12.3902 -4.2411 -0.0966 0.249 0.546 -0.406
H 13.2293 -6.9736 0.2030 -0.048 0.012 0.223
H 14.8193 -6.2108 0.5338 -0.142 -0.651 0.949
H 13.3606 -5.5054 -1.4870 0.679 0.337 -0.352
H 14.5018 -4.3690 -0.6228 -0.018 -0.187 -0.122
H 11.5311 -4.6536 -0.6255 -0.330 0.113 0.493
H 12.4452 -3.1711 -0.2970 -0.157 -0.095 -0.060
O 17.5606 -17.1589 12.2036 -0.988 1.529 -0.533
C 16.9362 -16.1198 12.0128 5.103 -1.791 1.725
O 15.6814 -16.0725 11.8433 -2.485 -1.103 -0.483
C 15.2490 -14.7725 11.6534 -1.717 1.738 0.072
C 16.4487 -13.8274 11.6949 -1.547 1.706 -0.546
C 17.5381 -14.7011 12.0895 1.732 -1.869 -0.139
H 14.5698 -14.5202 12.4677 -0.330 -0.144 -0.169
H 14.7290 -14.7452 10.6959 -0.140 0.159 0.133
H 16.3388 -13.0322 12.4323 -0.402 -0.024 -0.048
H 16.4744 -13.3168 10.7322 0.676 -0.172 -0.061
H 17.8551 -14.5283 13.1180 0.095 -0.172 -0.036
H 18.4279 -14.7048 11.4599 0.003 0.142 0.079
O 24.9576 -10.4214 15.2706 -0.058 0.518 -1.091
C 24.9667 -10.0476 14.1167 1.695 -0.691 2.400
O 23.8761 -10.0366 13.3802 -1.794 -0.017 -1.042
C 24.1304 -9.7116 11.9940 2.035 1.042 0.958
C 25.4878 -8.9601 12.1316 0.525 -0.305 -1.224
C 26.1824 -9.6443 13.2844 -1.203 0.261 -0.217
H 23.3831 -9.0268 11.5932 -0.293 -0.613 0.131
H 24.2920 -10.6428 11.4509 -0.478 0.103 -0.199
H 25.3839 -7.8902 12.3121 -0.277 -0.068 -0.023
H 26.1591 -9.1111 11.2862 -0.450 0.374 -0.517
H 26.9150 -8.9644 13.7193 -0.102 -0.600 0.507
H 26.6073 -10.5736 12.9052 0.396 -0.015 0.312
O 0.0661 -10.4576 11.3919 0.278 2.631 -0.818
C 0.4023 -9.4699 10.7330 -2.140 -2.767 1.889
O 1.4272 -9.5650 9.9326 1.392 -2.578 0.368
C 1.4657 -8.5624 9.0184 1.714 1.055 -1.614
C 0.8662 -7.4028 9.7170 -0.392 1.099 -0.204
C -0.2272 -8.0998 10.5450 0.247 1.018 -0.017
H 0.9328 -8.8362 8.1078 -0.377 -0.051 -0.042
H 2.5088 -8.4560 8.7205 0.026 0.310 -0.006
H 0.6207 -6.6780 8.9407 -0.714 0.221 0.383
H 1.5297 -6.8953 10.4172 0.382 -0.226 -0.174
H -1.1751 -8.1408 10.0084 -0.054 -0.304 0.180
H -0.3464 -7.5554 11.4817 -0.351 -0.415 0.057
O 17.9174 -3.8378 19.2299 -3.281 -1.315 -1.251
C 16.8677 -4.3788 18.8235 3.928 -0.438 1.693
O 15.7236 -3.7657 18.6870 -0.965 2.768 0.066
C 14.6274 -4.5496 18.2303 0.685 -0.771 0.618
C 15.3446 -5.7931 17.7661 -0.659 -1.678 -1.021
C 16.6902 -5.8490 18.4032 1.200 0.999 0.368
H 14.0416 -4.0770 17.4419 0.371 0.354 0.131
H 13.9838 -4.7326 19.0907 -0.088 0.020 -0.016
H 15.5448 -5.7269 16.6967 -0.642 -0.283 -0.140
H 14.7912 -6.6865 18.0554 -0.223 -0.036 -0.659
H 17.5223 -6.0407 17.7258 -0.194 -0.111 -0.235
H 16.8092 -6.6070 19.1773 -0.123 0.504 0.438
O 17.6879 1.9229 5.6601 0.779 -0.845 -0.904
C 18.1490 1.1749 4.8126 -3.688 1.254 2.445
O 19.2434 1.3851 4.1856 2.726 1.428 -0.503
C 19.4339 0.4425 3.1683 1.624 0.765 -1.968
C 18.5871 -0.7198 3.5064 0.525 -0.702 -1.552
C 17.5239 -0.0878 4.3270 -0.810 -1.852 1.325
H 20.4970 0.2455 3.0297 0.096 -0.180 0.606
H 19.1980 0.9022 2.2086 -0.579 0.213 -0.033
H 19.2451 -1.4149 4.0280 -0.596 -0.398 0.111
H 18.2155 -1.1089 2.5584 0.060 -0.611 0.272
H 17.3839 -0.7471 5.1837 -0.352 0.309 0.338
H 16.5351 -0.0450 3.8703 0.207 0.618 -0.123
C 14.0575 -5.8231 9.1774 1.130 0.588 -0.247
C 12.9736 -6.4103 10.0716 -0.277 0.523 -2.479
C 11.9650 -7.1763 9.1588 -0.162 0.826 0.852
F 12.6277 -8.0486 8.4143 0.589 -1.111 -0.687
F 11.0647 -7.8143 9.9222 -0.155 -0.450 0.382
F 13.4449 -7.0773 11.0774 1.360 -2.451 1.235
F 12.2798 -5.4672 10.6605 -1.637 2.526 0.505
O 14.9799 -4.9797 9.9066 0.816 -0.833 0.583
C 16.2898 -5.5059 10.0359 -3.142 0.732 0.931
C 17.0117 -4.5496 11.0515 -0.211 3.141 -3.748
F 16.3523 -4.1490 12.1009 -1.979 -1.173 2.557
F 18.2174 -4.8908 11.3916 1.902 -1.726 0.556
F 16.2035 -6.7491 10.5834 0.764 0.173 -1.070
F 16.7738 -5.4929 8.7564 0.903 -0.706 1.474
H 13.6505 -5.1705 8.4051 -0.468 -0.070 0.173
H 14.5892 -6.6007 8.6291 -0.034 -0.191 0.277
H 11.4001 -6.5104 8.5064 0.196 0.331 -0.013
H 17.0774 -3.5791 10.5597 0.395 -0.125 -1.285
```
Forces are in eV/Å.

As for the HOMO-LUMO gap: 9.78 eV. As for the LUMO energy: -0.08 eV. The calculation puts the energy relative to the best compared isomer or geometry (same formula, charge and spin) at 29.3 kcal/mol. As for the total energy: -120776.6197 eV.